Record 1
The following is a quantum chemistry calculation of a molecular structure, C35H54BN5O2Sb2Ti, from the Open Molecules 2025 dataset.

```
! RIJCOSX wB97M-V def2-TZVPD def2/J DEFGRID3
* xyz 1 2
Ti 0.273 -0.025 0.309
C -2.322 1.298 2.088
N -0.941 1.717 1.797
C -1.018 3.072 1.244
C -0.211 1.720 3.094
C 1.099 2.477 3.097
N 2.123 1.848 2.261
C 2.995 2.843 1.656
C 2.921 0.911 3.047
H -2.818 2.055 2.707
H -2.331 0.354 2.621
H -2.883 1.181 1.161
H -1.727 3.086 0.418
H -0.051 3.407 0.877
H -1.365 3.789 1.999
H -0.043 0.678 3.375
H -0.858 2.166 3.863
H 1.431 2.555 4.142
H 0.945 3.503 2.763
H 3.531 3.444 2.407
H 2.417 3.524 1.027
H 3.741 2.350 1.031
H 3.602 0.358 2.399
H 3.513 1.434 3.813
H 2.275 0.191 3.552
C -1.281 1.009 -4.059
Sb -2.043 1.164 -2.064
C -2.403 3.273 -2.296
C -4.121 0.626 -2.424
C -4.471 0.226 -3.830
C -4.740 1.249 -4.741
C -5.061 0.990 -6.061
C -5.135 -0.327 -6.493
C -4.904 -1.353 -5.595
C -4.573 -1.109 -4.261
C -4.338 -2.277 -3.356
Sb -2.224 -2.665 -3.158
C -1.991 -3.381 -5.161
C -2.432 -4.588 -2.255
H -2.004 1.454 -4.740
H -1.112 -0.028 -4.346
H -0.341 1.560 -4.125
H -2.858 3.426 -3.274
H -1.475 3.845 -2.254
H -3.078 3.649 -1.528
H -4.626 1.564 -2.188
H -4.416 -0.100 -1.672
H -4.710 2.277 -4.394
H -5.267 1.806 -6.741
H -5.391 -0.554 -7.519
H -4.993 -2.381 -5.927
H -4.781 -3.184 -3.769
H -4.749 -2.127 -2.358
H -2.772 -4.108 -5.388
H -1.017 -3.857 -5.271
H -2.058 -2.552 -5.865
H -3.133 -5.185 -2.837
H -2.804 -4.478 -1.237
H -1.467 -5.094 -2.220
C -1.316 -1.334 0.865
H -1.217 -2.362 0.506
H -2.287 -0.997 0.488
H -1.378 -1.395 1.957
N 1.101 -3.367 0.007
C 1.490 -2.691 -1.098
C 2.338 -3.330 -2.031
C 2.604 -2.721 -3.224
C 2.029 -1.474 -3.508
C 1.264 -0.900 -2.535
N 1.008 -1.453 -1.326
H 1.623 -4.177 0.293
H 0.556 -2.895 0.710
H 2.740 -4.305 -1.793
H 3.242 -3.210 -3.949
H 2.184 -0.972 -4.451
H 0.812 0.068 -2.702
C 3.458 2.857 -2.239
C 3.880 1.725 -1.565
C 2.968 1.028 -0.791
N 1.693 1.416 -0.659
C 1.300 2.529 -1.293
C 2.143 3.273 -2.097
H 4.144 3.413 -2.864
H 4.898 1.368 -1.635
H 3.258 0.134 -0.251
H 0.271 2.829 -1.150
H 1.768 4.157 -2.595
O 1.320 -1.611 2.956
B 1.647 -1.001 1.731
O 3.017 -1.254 1.461
C 3.489 -2.011 2.510
C 4.755 -2.514 2.707
C 4.954 -3.258 3.870
C 3.922 -3.474 4.778
C 2.645 -2.956 4.563
C 2.466 -2.226 3.411
H 5.552 -2.336 1.999
H 5.932 -3.674 4.070
H 4.113 -4.056 5.670
H 1.836 -3.116 5.263
*
```

The LUMO energy (alpha / beta) is -2.59 / -2.56 eV. The calculation puts the energy above the lowest of the compared OMol25 structures with the same formula, charge and spin at 0.412 eV. As for the expectation value of S²: 0.754. The HOMO energy (alpha / beta) comes out at -10.1 / -10.1 eV. As for the HOMO-LUMO gap (alpha / beta): 7.5 / 7.6 eV.


Record 2
The following is a quantum chemistry calculation of 14 unconnected molecules or ions with the total composition C23H50ClN13O26 in a non-equilibrium geometry, from the Open Molecules 2025 dataset.

```
! RIJCOSX wB97M-V def2-TZVPD def2/J DEFGRID3
* xyz 0 1
C -1.503 -2.972 2.202
C -1.804 -1.490 2.224
N -0.803 -0.798 1.396
C 0.427 -0.315 1.843
C 1.036 0.189 0.765
N 0.267 -0.161 -0.335
C -0.844 -0.711 0.090
C 0.528 0.181 -1.715
H -1.766 -3.383 1.225
H -2.137 -3.517 2.899
H -0.460 -3.131 2.436
H -1.766 -1.031 3.206
H -2.761 -1.261 1.763
H 0.680 -0.403 2.884
H 1.933 0.773 0.675
H -1.687 -0.968 -0.531
H -0.382 0.244 -2.295
H 1.127 -0.604 -2.188
H 1.158 1.062 -1.776
Cl 1.256 1.960 5.123
O 2.140 1.001 4.464
O 2.002 3.185 5.295
O 0.087 2.198 4.289
O 0.858 1.450 6.410
C -2.553 3.356 -2.930
N -1.766 2.699 -1.880
O -2.140 1.610 -1.511
O -0.855 3.327 -1.384
H -2.190 4.357 -3.123
H -3.602 3.316 -2.660
H -2.412 2.791 -3.850
C 3.914 -1.680 5.065
N 2.853 -2.655 4.688
O 3.188 -3.811 4.496
O 1.715 -2.274 4.686
H 3.557 -1.233 5.986
H 4.023 -0.958 4.263
H 4.814 -2.262 5.212
C -0.386 1.334 -6.588
N -1.378 0.566 -5.793
O -1.387 0.719 -4.581
O -2.056 -0.233 -6.387
H -0.025 0.765 -7.430
H 0.415 1.597 -5.901
H -0.867 2.269 -6.874
C 3.594 -2.906 0.515
N 3.733 -1.466 0.257
O 4.063 -0.754 1.175
O 3.420 -1.083 -0.850
H 2.604 -3.100 0.925
H 4.331 -3.244 1.239
H 3.740 -3.459 -0.405
C -2.327 2.751 2.402
N -3.589 1.958 2.151
O -4.621 2.337 2.664
O -3.489 0.949 1.484
H -2.591 3.464 3.174
H -2.104 3.257 1.467
H -1.549 2.083 2.756
C 3.759 1.409 -5.738
N 2.813 0.290 -5.555
O 2.497 -0.303 -6.570
O 2.428 0.026 -4.441
H 3.164 2.264 -6.072
H 4.474 1.144 -6.505
H 4.206 1.763 -4.817
C 3.039 4.476 -3.716
N 1.646 3.943 -3.537
O 0.720 4.720 -3.583
O 1.560 2.744 -3.437
H 3.687 3.977 -3.011
H 3.003 5.539 -3.483
H 3.237 4.384 -4.778
C 5.778 1.386 -0.626
N 4.534 1.785 -1.329
O 3.642 2.263 -0.673
O 4.519 1.664 -2.540
H 6.562 1.207 -1.347
H 5.590 0.510 -0.017
H 6.035 2.212 0.033
C 0.891 4.604 0.726
N 1.811 4.088 1.772
O 2.078 4.777 2.708
O 2.152 2.932 1.632
H -0.124 4.402 1.050
H 1.147 4.084 -0.185
H 1.013 5.682 0.654
C -5.407 -1.604 5.266
N -3.964 -1.594 5.007
O -3.378 -2.656 5.057
O -3.451 -0.519 4.813
H -5.706 -0.625 5.616
H -5.632 -2.400 5.966
H -5.940 -1.805 4.337
C -4.439 -5.479 3.963
N -4.412 -5.031 2.548
O -5.202 -4.192 2.203
O -3.551 -5.523 1.836
H -3.615 -4.973 4.456
H -4.266 -6.549 3.973
H -5.408 -5.244 4.383
C -1.903 -4.003 -1.560
C -3.056 -3.286 -1.288
C -3.435 -2.290 -2.174
C -2.634 -1.946 -3.254
C -1.421 -2.592 -3.459
C -1.075 -3.646 -2.617
H -1.631 -4.871 -0.968
H -3.696 -3.586 -0.468
H -4.373 -1.781 -1.982
H -2.964 -1.180 -3.944
H -0.794 -2.279 -4.284
H -0.171 -4.200 -2.849
*
```

The LUMO energy is -0.39 eV. The HOMO energy comes out at -8.0 eV. As for the HOMO-LUMO gap: 7.6 eV.


Record 3
The following is a quantum chemistry calculation of 8 unconnected molecules or ions with the total composition C13H35F3N3O14S2 in a non-equilibrium geometry, from the Open Molecules 2025 dataset.

```
! RIJCOSX wB97M-V def2-TZVPD def2/J DEFGRID3
* xyz 2 2
N 0.162 -0.875 -3.321
H -0.797 -1.164 -3.451
H 0.315 -0.122 -2.665
H 0.602 -0.672 -4.208
H 0.642 -1.726 -3.064
N 3.412 -1.752 -0.966
H 3.035 -2.399 -1.644
H 4.295 -1.642 -1.444
H 3.490 -2.145 -0.038
H 2.935 -0.864 -1.020
N 3.744 1.227 -3.347
H 4.319 0.423 -3.141
H 3.414 1.214 -4.301
H 4.293 2.046 -3.126
H 3.049 1.042 -2.638
C 1.146 1.310 -0.432
O 1.837 0.474 -1.313
H 1.394 2.370 -0.491
H 0.057 1.258 -0.420
H 1.460 1.120 0.595
C 1.097 -4.129 -2.123
O 0.220 -3.106 -1.532
O 1.886 -3.427 -3.005
C 1.800 -5.099 -1.112
F 2.733 -4.581 -0.289
F 0.941 -5.727 -0.289
F 2.359 -6.109 -1.791
C -1.062 -3.317 -1.011
C -1.952 -2.091 -1.213
H -1.648 -1.182 -0.695
H -2.272 -1.996 -2.251
H -2.892 -2.127 -0.662
H -0.937 -3.389 0.069
H -1.420 -4.280 -1.375
H 0.528 -4.758 -2.808
C -0.162 4.414 4.348
C 0.081 5.021 2.980
C 0.001 3.940 1.921
O -0.738 4.559 0.855
C -1.470 5.502 1.330
O -2.557 6.047 0.928
O -1.122 5.690 2.573
H -0.671 3.456 4.455
H -0.631 5.056 5.094
H 0.819 4.225 4.783
H 0.856 5.782 2.893
H -0.619 3.118 2.280
H 1.069 3.820 1.743
C 1.580 -2.897 3.721
C 2.265 -2.636 2.353
O 1.127 -2.106 1.594
S 0.174 -1.130 2.449
O -1.186 -1.156 1.945
O 0.706 0.230 2.721
O 0.421 -2.037 3.839
H 2.203 -2.602 4.565
H 1.393 -3.965 3.826
H 2.554 -3.504 1.760
H 3.055 -1.885 2.342
C -5.616 2.358 -0.411
C -5.372 0.969 -1.084
O -3.997 1.123 -1.546
S -3.082 1.900 -0.393
O -1.938 2.617 -0.970
O -2.907 1.044 0.757
O -4.329 2.907 -0.070
H -6.319 2.157 0.398
H -6.217 2.988 -1.067
H -5.969 1.044 -1.993
H -5.589 0.151 -0.397
*
```

The LUMO energy (alpha / beta) is -6.74 / -10.05 eV. As for the expectation value of S²: 0.755. The HOMO energy (alpha / beta) comes out at -13.0 / -13.0 eV. As for the HOMO-LUMO gap (alpha / beta): 6.3 / 3.0 eV.


| no. | total energy (eV) |
| --- | --- |
| 1 | -85578.68492 |
| 2 | -109752.57633 |
| 3 | -76983.55393 |